# 1
Here is a cluster of 2 separate species, C18H14N2O2 in total at a distorted geometry from OMol25. Energies are from the ωB97M-V functional and the def2-TZVPD basis.

```
36
Properties=species:S:1:pos:R:3:forces:R:3:mulliken_charge:R:1
N -0.041087 2.219220 -0.845010 -1.375 -0.333 0.290 0.00
C 0.472012 3.306140 -1.543344 1.151 -0.152 0.997 0.35
O 1.606233 3.794274 -1.419839 -1.712 -0.829 -0.054 -0.65
C -0.576180 3.771695 -2.492903 -1.097 -0.320 -0.137 -0.62
C -1.654264 2.976522 -2.357784 0.782 0.536 -0.206 -0.66
C -1.315169 1.964563 -1.296176 -0.145 -0.596 0.135 0.36
O -2.058084 1.056598 -0.898264 0.636 1.263 -0.547 -0.63
H -0.373725 4.638011 -3.097870 -0.237 0.019 -0.303 0.46
H -2.616104 2.951493 -2.847802 0.094 0.242 -0.136 0.47
C 1.022520 2.046509 1.583814 0.944 0.497 -0.319 -1.24
C -0.195868 1.282452 1.140903 1.113 0.664 -0.994 0.10
N -0.107468 0.009529 0.773853 0.057 -0.279 -0.232 0.58
C -0.981415 -1.045883 1.149918 0.046 -1.174 0.313 0.21
C -1.910874 -1.072374 2.178384 0.090 -0.323 -0.089 -0.45
C -2.412918 -2.319346 2.610507 0.351 0.504 -0.441 -0.73
C -1.984853 -3.510857 1.997831 -0.091 0.277 -0.143 -0.49
C -1.017981 -3.490252 0.979507 -0.699 0.301 0.248 -0.70
C -0.511991 -2.248699 0.579407 -0.575 -0.279 0.667 0.50
C 0.627528 -1.930761 -0.229755 0.985 0.443 -0.333 0.24
C 0.875910 -0.547462 -0.103139 -0.281 -0.707 0.199 0.61
C 1.855506 0.095213 -0.824524 0.404 0.135 0.007 -0.10
C 2.740251 -0.690023 -1.572376 -0.617 -0.211 0.397 -1.02
C 2.561588 -2.082078 -1.627935 0.285 0.296 -0.227 -0.52
C 1.495531 -2.716602 -0.982104 0.175 0.323 -0.299 -0.55
H 0.775749 2.767792 2.390319 0.103 -0.594 -0.385 0.35
H 1.817046 1.336717 1.896293 -0.529 0.412 0.087 0.35
H 1.439943 2.623756 0.721841 -0.249 -0.374 1.139 0.21
H -1.181658 1.626263 1.453932 0.167 -0.258 -0.017 0.60
H -2.150646 -0.122866 2.632954 -0.385 -0.133 0.362 0.36
H -3.114358 -2.363633 3.448393 0.199 0.072 -0.405 0.38
H -2.444052 -4.446956 2.331874 0.374 0.287 -0.167 0.36
H -0.694335 -4.420058 0.500574 0.005 0.409 0.263 0.36
H 1.868077 1.175100 -0.821349 0.520 -0.141 0.024 0.35
H 3.561800 -0.200780 -2.089425 -0.193 -0.200 -0.023 0.43
H 3.279739 -2.642877 -2.229691 -0.321 -0.057 0.257 0.34
H 1.343593 -3.790339 -1.091013 0.024 0.278 0.069 0.40
```
Forces are in eV/Å.

Computed properties:
Kohn-Sham gap   8.0 eV
Strongest force on any atom   0.0370 Eh/bohr
Calculated total energy   -954.25933 hartree
Total charge   0
Highest occupied orbital energy   -8.64 eV


# 2
Here is the molecule C18H14N4OS at a distorted geometry from OMol25. Energies are from the ωB97M-V functional and the def2-TZVPD basis.

```
38
Properties=species:S:1:pos:R:3:forces:R:3:mulliken_charge:R:1
C -1.884218 -3.939720 -1.123695 0.154 -0.093 0.001 -1.19
C -0.714702 -3.120889 -0.734518 -0.038 1.040 -0.084 -0.09
O 0.347282 -3.713920 -0.180703 -0.758 -0.337 -0.277 -0.21
N 1.301765 -2.791650 0.088119 1.038 0.724 0.311 -0.82
C 0.848364 -1.624475 -0.288835 -0.570 -0.726 -0.235 0.25
C 1.643593 -0.406390 -0.197085 0.438 0.229 0.056 0.44
C 1.623978 0.518962 -1.237035 0.093 -0.164 0.002 -0.12
C 2.372826 1.676969 -1.147222 0.038 0.048 -0.079 -0.79
C 3.139325 1.922703 -0.020418 0.050 0.026 -0.030 -0.40
C 3.171605 0.997911 1.010325 0.093 0.033 0.015 -0.56
C 2.433608 -0.166835 0.922653 -0.095 -0.036 -0.110 -0.65
C -0.471919 -1.769692 -0.824404 0.290 -1.048 0.228 1.38
C -1.368632 -0.750717 -1.312734 -0.258 -0.090 -0.420 0.02
N -2.098977 -0.867721 -2.378664 0.315 -0.721 -0.121 -0.68
N -2.755699 0.306186 -2.496773 0.435 0.267 0.816 0.04
C -2.439144 1.179479 -1.503774 -0.268 0.033 -0.279 0.10
S -3.036069 2.690312 -1.302686 -0.336 0.666 0.040 -0.42
N -1.537750 0.484131 -0.721842 -0.471 -0.153 -0.843 0.42
C -0.989573 0.921519 0.499692 0.096 0.287 0.764 0.26
C -0.429488 2.188047 0.596577 -0.026 -0.113 -0.058 -0.27
C 0.117767 2.597372 1.797892 -0.022 -0.016 0.008 -0.84
C 0.109695 1.752867 2.894668 -0.029 -0.020 0.089 -0.43
C -0.466126 0.497439 2.797635 0.024 0.000 0.081 -0.87
C -1.024686 0.079606 1.604662 -0.200 0.092 -0.156 -0.10
H -1.743281 -4.961268 -0.782247 -0.061 -0.067 0.011 0.36
H -2.794116 -3.528029 -0.691802 -0.055 0.006 0.020 0.31
H -1.996360 -3.928617 -2.206265 -0.037 -0.046 -0.027 0.32
H 1.036960 0.320616 -2.122921 -0.060 -0.008 -0.079 0.45
H 2.357113 2.389870 -1.958171 -0.004 0.062 -0.069 0.45
H 3.716673 2.832331 0.050554 0.053 0.082 0.012 0.42
H 3.776241 1.185148 1.885005 0.047 0.019 0.085 0.42
H 2.451866 -0.897808 1.715522 -0.011 -0.059 0.114 0.46
H -3.390658 0.479487 -3.257731 0.057 0.058 0.121 0.18
H -0.425488 2.840437 -0.261182 0.010 0.012 -0.061 0.45
H 0.555300 3.580810 1.873703 0.055 0.092 -0.002 0.40
H 0.544294 2.075216 3.828550 0.042 0.034 0.093 0.44
H -0.488744 -0.158520 3.654639 0.000 -0.058 0.074 0.42
H -1.492622 -0.891164 1.530510 -0.028 -0.056 -0.011 0.49
```
Forces are in eV/Å.

Computed properties:
Kohn-Sham gap   8.6 eV
Strongest force on any atom   0.0253 Eh/bohr
Calculated total energy   -1386.76297 hartree
Total charge   0
Highest occupied orbital energy   -8.02 eV
SMILES string   Cc1onc(-c2ccccc2)c1-c1n[nH]c(=S)n1-c1ccccc1


# 3
Here is a structure of composition C18H15BF4N4O4ScSe3Te from OMol25. Energies are from the ωB97M-V functional and the def2-TZVPD basis.

```
51
Properties=species:S:1:pos:R:3:forces:R:3:mulliken_charge:R:1
Sc 0.510736 -0.133472 0.268867 0.159 -0.099 0.149 0.36
Se -0.166794 -0.712205 2.802737 -0.408 0.018 -0.110 -0.46
Se 2.051273 -0.742315 3.502322 0.334 -0.053 0.083 -0.34
Te 2.912999 1.391964 2.488170 -0.049 0.196 0.142 -0.16
Se 3.038812 0.845121 0.072009 0.161 0.007 -0.305 -0.44
O 4.464830 1.064710 -6.773850 -0.013 0.024 -0.008 -0.49
C 4.388800 0.043015 -5.886408 0.047 0.023 0.009 0.59
O 5.214033 -0.826051 -5.924732 -0.021 -0.034 -0.018 -0.56
C 3.261356 0.069612 -4.906562 -0.043 -0.071 0.101 1.14
C 2.175781 0.933445 -5.001913 -0.016 0.030 -0.051 -1.18
C 1.153025 0.890543 -4.070266 -0.051 0.025 0.077 -0.40
C 1.206170 -0.029089 -3.027607 0.105 0.059 -0.068 -0.21
C 2.312707 -0.866110 -2.894227 -0.169 -0.026 0.119 -0.08
C 3.317421 -0.826173 -3.838189 0.083 0.047 -0.086 -1.04
N 0.172153 -0.074316 -2.060366 0.094 -0.043 0.104 0.83
C -1.036540 -0.018199 -2.446989 0.107 -0.011 0.035 -0.88
C -2.133176 0.080902 -1.478704 0.052 0.002 -0.049 0.63
C -3.444500 0.169069 -1.899668 0.029 -0.022 -0.107 -0.74
C -4.440306 0.300851 -0.945593 0.017 0.003 0.056 -0.64
C -4.075450 0.355849 0.384053 -0.033 0.003 -0.069 -0.86
C -2.729740 0.272326 0.716581 -0.039 -0.013 0.072 -0.78
N -1.778823 0.125619 -0.191303 -0.083 -0.054 0.029 1.65
H 3.803040 1.735105 -6.571831 0.005 -0.003 0.030 0.28
H 2.091090 1.660121 -5.802766 -0.008 -0.010 -0.008 0.14
H 0.341420 1.605147 -4.105258 -0.009 0.011 -0.016 0.52
H 2.372483 -1.525397 -2.037697 0.032 -0.018 -0.002 0.47
H 4.177958 -1.475047 -3.754007 -0.009 -0.008 0.000 0.46
H -1.277798 -0.027015 -3.509479 -0.106 0.051 -0.013 0.57
H -3.669312 0.133124 -2.957311 -0.025 0.006 0.010 0.46
H -5.479626 0.368728 -1.238516 0.001 0.000 -0.007 0.44
H -4.811963 0.475020 1.165810 0.010 -0.001 0.008 0.46
H -2.409785 0.343517 1.748834 0.034 -0.012 -0.011 0.29
F -1.983456 3.035587 0.056683 0.006 -0.016 -0.001 -0.36
B -0.711683 3.050451 -0.497300 0.135 -0.078 0.070 0.17
F -0.757282 2.709608 -1.855253 -0.024 0.007 -0.061 -0.32
F -0.053223 4.231526 -0.285746 0.017 0.074 0.005 -0.36
F 0.081168 1.973937 0.176855 -0.179 0.073 -0.029 -0.11
C -2.417321 -5.391372 -0.082215 0.006 0.001 0.004 -0.97
N -1.254353 -4.525891 -0.017295 0.026 0.038 0.003 0.14
C -0.030454 -4.996321 0.340149 0.003 -0.020 -0.001 0.32
C 1.049750 -4.198466 0.418098 0.126 -0.001 0.023 -1.38
C 0.841650 -2.809582 0.129378 -0.370 0.037 -0.049 0.91
O 1.741528 -1.924423 0.201771 0.105 -0.092 -0.039 -0.50
N -0.372267 -2.356161 -0.219474 0.009 0.093 -0.058 0.53
C -1.456393 -3.158524 -0.307849 -0.013 -0.134 0.058 -0.14
O -2.582897 -2.797629 -0.626235 0.017 0.014 -0.005 -0.68
H -2.100866 -6.416982 0.098188 -0.002 0.002 0.004 0.30
H -2.886013 -5.315836 -1.061543 -0.003 -0.007 -0.003 0.30
H -3.153534 -5.096875 0.665043 -0.004 0.000 -0.006 0.30
H 0.020595 -6.054761 0.561459 -0.031 -0.004 -0.007 0.32
H 2.020775 -4.556586 0.719345 -0.012 -0.014 -0.004 0.48
```
Forces are in eV/Å.

Computed properties:
Kohn-Sham gap   5.5 eV
Strongest force on any atom   0.0082 Eh/bohr
Calculated total energy   -9872.90059 hartree
Total charge   -1
Highest occupied orbital energy   -4.06 eV